No. 1
Molecular formula: C36H52F32O8P2
Method: DFT, ωB97M-V/def2-TZVPD

CARTESIAN COORDINATES (ANGSTROEM)
C (0.575, 2.542, -6.825)
C (1.603, 1.704, -6.067)
C (0.996, 0.698, -5.093)
C (-0.033, 1.253, -4.108)
P (0.131, 0.722, -2.365)
C (1.795, 1.249, -1.978)
C (2.048, 2.747, -1.975)
C (3.427, 3.139, -1.458)
C (3.857, 4.506, -1.941)
C (-0.226, -1.024, -2.439)
C (-1.563, -1.473, -3.037)
C (-1.699, -1.626, -4.545)
C (-0.879, -2.718, -5.215)
C (-1.072, 1.694, -1.463)
C (-1.427, 3.074, -1.957)
C (-2.562, 3.053, -3.017)
C (-2.674, 4.387, -3.744)
H (-0.154, 2.979, -6.127)
H (-0.133, 1.871, -7.334)
H (0.984, 3.308, -7.474)
H (2.300, 2.375, -5.554)
H (2.171, 1.168, -6.831)
H (1.823, 0.128, -4.670)
H (0.393, 0.021, -5.713)
H (-1.039, 0.868, -4.278)
H (-0.056, 2.344, -4.136)
H (2.488, 0.650, -2.582)
H (2.101, 0.920, -0.986)
H (1.315, 3.224, -1.306)
H (1.821, 3.255, -2.925)
H (4.150, 2.420, -1.863)
H (3.510, 3.057, -0.375)
H (4.793, 4.838, -1.493)
H (3.119, 5.299, -1.750)
H (3.917, 4.567, -3.035)
H (-0.043, -1.391, -1.426)
H (0.533, -1.594, -2.995)
H (-2.386, -0.873, -2.622)
H (-1.799, -2.439, -2.592)
H (-1.723, -0.668, -5.083)
H (-2.757, -1.883, -4.721)
H (-1.082, -3.692, -4.774)
H (0.193, -2.517, -5.227)
H (-1.202, -2.759, -6.260)
H (-0.696, 1.649, -0.427)
H (-1.954, 1.071, -1.277)
H (-0.571, 3.590, -2.410)
H (-1.788, 3.764, -1.193)
H (-3.450, 2.826, -2.426)
H (-2.470, 2.244, -3.740)
H (-1.734, 4.535, -4.282)
H (-2.957, 5.249, -3.142)
H (-3.476, 4.331, -4.490)
P (0.047, -0.779, 1.404)
O (0.721, -0.189, 0.124)
O (-0.856, -2.024, 1.095)
O (-0.927, 0.261, 2.045)
O (1.174, -1.111, 2.407)
C (2.367, -3.084, -0.111)
C (3.350, -2.143, -0.723)
C (3.659, -0.958, 0.169)
F (4.486, -1.338, 1.168)
F (4.305, -0.007, -0.580)
F (4.544, -2.764, -1.025)
F (2.889, -1.753, -1.951)
O (2.456, -4.379, -0.697)
C (1.448, -5.207, -0.299)
C (0.069, -4.729, -0.741)
F (0.108, -4.174, -1.979)
F (-0.789, -5.775, -0.796)
F (1.779, -6.407, -0.839)
F (1.441, -5.334, 1.029)
H (1.357, -2.675, -0.194)
H (2.545, -3.110, 0.971)
H (2.758, -0.528, 0.617)
H (-0.304, -3.990, -0.011)
C (-3.793, 0.041, 1.491)
C (-4.142, 1.488, 1.313)
C (-3.262, 2.398, 2.161)
F (-3.459, 3.698, 1.790)
F (-3.630, 2.281, 3.452)
F (-4.032, 1.903, 0.015)
F (-5.459, 1.675, 1.651)
O (-4.818, -0.826, 0.990)
C (-4.892, -2.050, 1.616)
C (-3.953, -3.061, 0.970)
F (-4.249, -4.302, 1.452)
F (-4.100, -3.085, -0.376)
F (-4.670, -1.991, 2.929)
F (-6.202, -2.407, 1.439)
H (-3.578, -0.162, 2.535)
H (-2.862, -0.121, 0.937)
H (-2.205, 2.126, 2.065)
H (-2.910, -2.753, 1.199)
C (2.532, 1.312, 3.369)
C (2.085, 2.699, 2.964)
C (0.602, 2.732, 2.663)
F (-0.097, 2.688, 3.802)
F (0.268, 3.889, 1.992)
F (2.398, 3.590, 3.966)
F (2.785, 3.169, 1.890)
O (3.789, 1.383, 4.079)
C (3.849, 0.505, 5.115)
C (3.546, -0.953, 4.751)
F (4.420, -1.418, 3.864)
F (3.657, -1.656, 5.946)
F (5.065, 0.606, 5.661)
F (2.915, 0.883, 6.038)
H (2.839, 0.786, 2.469)
H (1.713, 0.819, 3.882)
H (0.323, 1.906, 1.992)
H (2.508, -1.110, 4.451)
C (-1.010, -2.024, 4.589)
C (-1.016, -3.524, 4.445)
C (-0.132, -3.979, 3.280)
F (1.134, -4.177, 3.755)
F (-0.629, -5.126, 2.730)
F (-0.615, -4.142, 5.585)
F (-2.292, -3.945, 4.171)
O (-1.558, -1.734, 5.870)
C (-1.212, -0.541, 6.386)
C (-1.686, 0.612, 5.521)
F (-3.062, 0.516, 5.523)
F (-1.386, 1.800, 6.084)
F (-1.716, -0.497, 7.620)
F (0.156, -0.469, 6.498)
H (-1.608, -1.560, 3.798)
H (0.004, -1.673, 4.353)
H (-0.041, -3.250, 2.469)
H (-1.381, 0.569, 4.466)

## Properties
energy above the lowest of the compared OMol25 structures with the same formula, charge and spin	0.0	kcal/mol
net charge	-2
E_HOMO	-2.80	eV
E	-5883.607703	hartree
HOMO-LUMO gap	0.22778	hartree

No. 2
Molecular formula: C36H53BaN7O2PS2
Method: DFT, ωB97M-V/def2-TZVPD

CARTESIAN COORDINATES (ANGSTROEM)
Ba (-1.128, 0.213, -1.381)
N (-0.928, -4.335, -4.364)
C (-0.963, -3.416, -3.302)
S (-1.216, -1.757, -3.776)
N (-0.828, -3.962, -2.138)
N (-0.817, -3.149, -1.006)
C (-1.932, -2.710, -0.579)
C (-3.289, -2.767, -1.179)
C (-3.922, -3.941, -1.558)
C (-5.217, -3.926, -2.058)
C (-5.875, -2.705, -2.182)
C (-5.256, -1.520, -1.825)
C (-3.942, -1.523, -1.332)
O (-3.288, -0.415, -1.062)
H (-1.459, -4.004, -5.157)
H (-1.178, -5.265, -4.058)
H (-1.868, -2.156, 0.358)
H (-3.377, -4.875, -1.472)
H (-5.701, -4.847, -2.354)
H (-6.886, -2.677, -2.577)
H (-5.750, -0.565, -1.950)
C (1.952, -1.207, -6.156)
C (2.827, -0.042, -5.718)
N (2.867, 0.137, -4.282)
C (1.802, 0.582, -3.572)
S (1.955, 0.388, -1.829)
N (0.837, 1.101, -4.314)
N (-0.189, 1.637, -3.590)
C (-1.224, 1.964, -4.283)
C (-1.329, 1.683, -5.749)
C (-2.309, 2.692, -3.540)
C (-3.278, 3.442, -4.205)
C (-4.216, 4.148, -3.474)
C (-4.180, 4.095, -2.093)
C (-3.190, 3.321, -1.508)
N (-2.282, 2.649, -2.199)
H (2.059, -1.365, -7.232)
H (0.904, -1.028, -5.921)
H (2.239, -2.124, -5.641)
H (2.494, 0.887, -6.184)
H (3.861, -0.209, -6.038)
H (3.587, -0.311, -3.741)
H (-1.261, 0.605, -5.906)
H (-0.484, 2.127, -6.279)
H (-2.259, 2.039, -6.184)
H (-3.290, 3.478, -5.284)
H (-4.967, 4.736, -3.986)
H (-4.900, 4.618, -1.480)
H (-3.134, 3.223, -0.431)
O (-0.627, 0.381, 1.211)
P (0.622, 0.085, 2.028)
C (0.150, 0.129, 3.786)
C (1.245, 0.162, 4.861)
C (0.597, 0.330, 6.232)
C (-0.046, 1.720, 6.366)
C (-0.392, 2.312, 4.998)
C (-0.909, 1.245, 4.043)
C (1.214, -1.562, 1.528)
C (2.716, -1.883, 1.504)
C (3.263, -2.424, 2.818)
C (2.456, -3.627, 3.288)
C (0.982, -3.271, 3.433)
C (0.401, -2.718, 2.136)
C (1.899, 1.284, 1.585)
C (3.238, 1.276, 2.366)
C (3.480, 2.598, 3.087)
C (3.530, 3.763, 2.098)
C (2.433, 3.652, 1.023)
C (1.319, 2.702, 1.446)
H (-0.366, -0.834, 3.894)
H (1.935, 0.990, 4.695)
H (1.845, -0.748, 4.828)
H (1.331, 0.171, 7.025)
H (-0.158, -0.453, 6.356)
H (0.631, 2.394, 6.899)
H (-0.951, 1.651, 6.976)
H (0.491, 2.792, 4.565)
H (-1.134, 3.106, 5.107)
H (-1.239, 1.677, 3.099)
H (-1.801, 0.782, 4.476)
H (0.917, -1.516, 0.470)
H (3.295, -1.032, 1.147)
H (2.844, -2.651, 0.733)
H (3.236, -1.649, 3.593)
H (4.316, -2.691, 2.696)
H (2.853, -4.021, 4.227)
H (2.552, -4.428, 2.547)
H (0.866, -2.547, 4.249)
H (0.408, -4.153, 3.730)
H (-0.640, -2.419, 2.283)
H (0.360, -3.501, 1.375)
H (2.117, 0.977, 0.553)
H (4.053, 1.115, 1.655)
H (3.302, 0.441, 3.065)
H (4.410, 2.548, 3.659)
H (2.685, 2.771, 3.820)
H (4.512, 3.781, 1.618)
H (3.435, 4.707, 2.640)
H (2.846, 3.267, 0.086)
H (2.023, 4.637, 0.791)
H (0.527, 2.684, 0.698)
H (0.856, 3.040, 2.379)

## Properties
energy above the lowest of the compared OMol25 structures with the same formula, charge and spin	17.9	kcal/mol
net charge	-1
E_HOMO	-4.03	eV
E	-3100.808909	hartree
HOMO-LUMO gap	0.22658	hartree